Molecular formula: C6H11N
Method: DFT, wB97M-V/def2-TZVPD

Geometry as XYZ:
```
18
Properties=species:S:1:pos:R:3:lowdin_charge:R:1
C 0.605 -1.612 -0.742 -0.20
C 1.102 -0.165 -0.163 -0.15
C 0.192 0.384 0.879 -0.34
C 0.177 0.141 2.282 0.07
C -0.794 2.312 -0.459 0.03
C -0.803 1.366 0.560 -0.19
N -0.489 -1.528 -1.872 -0.05
H 0.265 -2.262 0.183 0.13
H 1.363 -2.062 -1.324 0.06
H 2.086 -0.421 0.281 0.11
H 1.210 0.462 -1.071 0.11
H -0.296 0.759 3.025 0.05
H 0.863 -0.684 2.588 0.06
H -1.672 2.752 -0.981 0.07
H 0.186 2.375 -0.882 0.03
H -1.712 1.287 1.203 0.11
H -1.178 -0.758 -1.917 0.04
H -1.106 -2.346 -1.588 0.06
```

Computed properties:
- SMILES: C=CC(=C)CCN
- HOMO: -8.37 eV
- Energy above the lowest of the compared OMol25 structures with the same formula, charge and spin: 308.99 kJ/mol
- Lowest unoccupied orbital energy: 0.4 eV
- HOMO-LUMO gap: 8.8 eV

=====

Molecular formula: C8H5AlCl2GaNO3S
Method: DFT, wB97M-V/def2-TZVPD

Geometry as XYZ:
```
22
Properties=species:S:1:pos:R:3:lowdin_charge:R:1
Ga -2.268 2.617 -0.156 0.58
Al 0.111 0.427 -0.150 -0.32
Cl 0.111 2.817 0.245 0.42
Cl -0.371 0.163 -2.227 0.42
C -0.405 -1.785 0.019 0.03
C -2.560 3.987 1.232 0.05
C -3.915 2.242 -1.124 0.09
O -0.679 -2.799 -0.467 0.24
O -2.550 4.776 2.073 0.34
O -5.015 2.142 -1.534 0.33
S 2.308 0.308 0.386 1.00
C 2.889 -1.335 0.435 -0.53
N 3.922 -1.520 -0.431 0.12
C 4.517 -2.733 -0.602 0.13
C 4.100 -3.813 0.153 0.13
C 3.060 -3.631 1.064 0.09
C 2.458 -2.392 1.222 0.02
H 4.240 -0.739 -1.016 0.19
H 5.309 -2.798 -1.332 0.18
H 4.567 -4.771 0.029 0.17
H 2.744 -4.476 1.663 0.17
H 1.640 -2.246 1.911 0.14
```

Computed properties:
- HOMO (spin up / spin down): -24.22 / -22.38 eV
- Charge: +4
- Lowest unoccupied orbital energy (spin up / spin down): -16.2 / -18.2 eV
- HOMO-LUMO gap (spin up / spin down): 8.0 / 4.2 eV

=====

Molecular formula: C7H6BeNO6
Method: DFT, wB97M-V/def2-TZVPD

Geometry as XYZ:
```
21
Properties=species:S:1:pos:R:3:lowdin_charge:R:1
O -2.947 0.686 2.350 -0.02
C -4.096 0.765 2.362 0.06
Be -0.335 -0.429 -0.721 0.06
O -2.046 -2.514 0.336 0.25
C -1.335 -1.720 -0.103 0.15
C -0.711 -0.222 -2.473 -0.25
O -0.349 -0.642 -3.535 0.12
C -1.607 1.415 -0.701 -0.15
O -1.838 2.528 -0.303 0.20
C -1.713 0.883 -2.124 -0.27
O -2.479 1.339 -2.973 0.20
H -1.264 0.483 0.052 0.11
C 2.536 0.473 1.645 0.05
C 1.871 -0.214 0.517 -0.40
N 2.270 -1.425 0.130 0.24
O 0.882 0.333 -0.109 0.00
H 3.540 0.049 1.787 0.11
H 1.968 0.336 2.582 0.12
H 2.613 1.547 1.427 0.12
H 2.020 -1.801 -0.788 0.15
H 3.021 -1.868 0.644 0.14
```

Computed properties:
- HOMO (spin up / spin down): -12.14 / -12.14 eV
- Charge: +1
- Energy above the lowest of the compared OMol25 structures with the same formula, charge and spin: 205.42 kJ/mol
- Lowest unoccupied orbital energy (spin up / spin down): -5.8 / -5.8 eV
- HOMO-LUMO gap (spin up / spin down): 6.4 / 6.4 eV